No. 1
This record from OMol25 describes a structure of composition C4H10O2S3. The level of theory is ωB97M-V/def2-TZVPD.

Structure (XYZ):
```
19
Properties=species:S:1:pos:R:3:nbo_charge:R:1
C -2.518 0.439 0.103 -0.764
C 0.159 0.763 -2.398 -0.843
C 1.693 -1.337 1.903 -0.816
C 0.206 0.572 0.692 -0.777
O 2.492 0.582 -1.159 -0.801
O -0.618 -1.924 0.760 -0.995
S -1.178 1.620 0.431 0.336
S 1.220 -0.132 -1.211 1.041
S -0.088 -0.930 1.699 1.259
H -3.033 0.222 1.034 0.230
H -2.101 -0.470 -0.315 0.257
H -3.201 0.908 -0.598 0.231
H 0.803 1.122 -3.194 0.241
H -0.336 1.599 -1.908 0.235
H -0.573 0.060 -2.776 0.232
H 2.237 -0.456 2.218 0.229
H 2.066 -1.706 0.956 0.240
H 1.764 -2.111 2.660 0.237
H 1.004 1.179 1.103 0.229
```

Calculated values
Kohn-Sham gap (alpha / beta) = 0.235 / 0.258 hartree
LUMO energy (alpha / beta) = 0.02196 / -0.07975 hartree
2S+1 = 3

***

No. 2
This record from OMol25 describes an isolated molecule of C4H10O2Se2. The level of theory is ωB97M-V/def2-TZVPD.

Structure (XYZ):
```
18
Properties=species:S:1:pos:R:3:nbo_charge:R:1
O -1.491 -0.459 0.794 -0.719
C -0.454 -0.527 -0.082 0.020
C -0.741 -1.125 -1.429 -0.505
Se -0.569 -3.151 -1.656 0.019
C 0.181 0.808 -0.121 0.115
O -0.589 1.897 0.187 -0.704
C 1.500 0.845 1.134 -0.638
Se 2.497 2.397 0.565 0.055
H -1.928 -1.328 0.918 0.488
H 0.478 -1.136 0.375 0.162
H -1.728 -0.930 -1.829 0.226
H -0.017 -0.817 -2.091 0.217
H -1.267 -3.235 -0.346 0.051
H 0.857 1.157 -0.970 0.211
H -1.174 1.663 0.841 0.478
H 1.054 0.876 2.176 0.216
H 1.999 -0.191 1.026 0.218
H 1.392 3.256 0.509 0.089
```

Calculated values
Kohn-Sham gap = 0.319 hartree
Relative energy (zero: lowest compared OMol25 entry of this formula, charge and spin) = 0.00 kcal per mole
LUMO energy = 0.00990 hartree
Structure (SMILES) = O[C@@H](C[SeH])[C@@H](O)C[SeH]

***

No. 3
This record from OMol25 describes a structure of composition C4H10O2Si. The level of theory is ωB97M-V/def2-TZVPD.

Structure (XYZ):
```
17
Properties=species:S:1:pos:R:3:nbo_charge:R:1
C 2.585 1.398 -0.594 -0.323
C 1.372 1.135 -0.065 -0.728
C -2.618 0.277 -0.724 -0.226
C -0.021 -1.158 1.888 -1.071
O 1.078 -1.748 -0.908 -1.107
O -1.285 0.122 -1.099 -0.898
Si 0.551 -0.526 0.078 2.015
H 2.884 2.364 -0.940 0.206
H 3.058 0.539 -1.083 0.189
H 0.908 2.019 0.451 0.237
H -3.255 1.080 -1.109 0.159
H -2.443 0.568 0.346 0.138
H -3.124 -0.647 -0.845 0.148
H -1.102 -1.360 1.731 0.258
H 0.513 -1.997 2.236 0.247
H 0.155 -0.233 2.416 0.234
H 0.743 -1.833 -1.779 0.523
```

Calculated values
Kohn-Sham gap (alpha / beta) = 0.330 / 0.330 hartree
Relative energy (zero: lowest compared OMol25 entry of this formula, charge and spin) = 78.00 kcal per mole
LUMO energy (alpha / beta) = 0.01681 / 0.01681 hartree

***

No. 4
This record from OMol25 describes a cluster of 2 separate species, C4H10O2Si in total. The level of theory is ωB97M-V/def2-TZVPD.

Structure (XYZ):
```
17
Properties=species:S:1:pos:R:3:nbo_charge:R:1
C 0.262 -0.415 0.778 -0.382
C -0.985 0.008 0.798 -0.143
C -1.720 0.187 2.061 -0.646
C -1.744 0.582 -0.378 -0.626
O 3.050 0.607 -1.504 -1.128
O 2.618 -2.021 -1.460 -1.104
Si 1.928 -0.585 -1.607 1.746
H 0.868 -0.867 1.668 0.193
H -1.859 1.275 2.476 0.214
H -2.792 0.032 1.909 0.213
H -1.213 -0.367 2.909 0.224
H -1.274 0.732 -1.290 0.220
H -2.038 1.644 -0.095 0.202
H -2.719 0.140 -0.287 0.216
H 2.805 1.476 -1.978 0.519
H 3.463 -1.883 -0.949 0.508
H 1.350 -0.545 -3.052 -0.227
```

Calculated values
Kohn-Sham gap = 0.306 hartree
Relative energy (zero: lowest compared OMol25 entry of this formula, charge and spin) = 93.28 kcal per mole
LUMO energy = 0.01074 hartree

***

No. 5
This record from OMol25 describes a cluster of 3 separate species, C4H10O3 in total. The level of theory is ωB97M-V/def2-TZVPD.

Structure (XYZ):
```
17
Properties=species:S:1:pos:R:3:nbo_charge:R:1
C -0.729 1.394 1.895 -0.720
C -0.187 0.626 0.963 0.185
O 0.361 1.158 -0.230 -0.797
C 0.123 -0.826 1.213 -0.349
C 0.909 -1.694 0.466 -0.652
H -0.624 2.484 1.912 0.172
H -1.215 0.813 2.700 0.192
H 0.722 2.065 -0.025 0.446
H -0.257 -1.202 2.179 0.164
H 1.111 -1.466 -0.600 0.204
H 1.455 -2.443 1.100 0.168
H -1.516 0.672 -1.291 0.493
H -2.826 0.298 -0.713 0.468
O -2.453 0.776 -1.458 -0.967
H 1.163 -1.004 -3.231 0.459
H 2.130 -0.393 -2.251 0.476
O 1.833 -1.258 -2.630 -0.942
```

Calculated values
Kohn-Sham gap (alpha / beta) = 0.125 / 0.251 hartree
Relative energy (zero: lowest compared OMol25 entry of this formula, charge and spin) = 26.55 kcal per mole
LUMO energy (alpha / beta) = 0.13637 / 0.13356 hartree
Charge = -1
2S+1 = 2

***

No. 6
This record from OMol25 describes a cluster of 3 separate species, C4H10O3 in total. The level of theory is ωB97M-V/def2-TZVPD.

Structure (XYZ):
```
17
Properties=species:S:1:pos:R:3:nbo_charge:R:1
C -2.750 0.397 0.547 -0.380
C -1.412 0.573 0.819 -0.247
C -0.463 -0.312 1.339 -0.129
C 0.903 0.207 1.590 -0.104
O 1.629 0.572 0.429 -0.745
H -3.194 -0.547 0.738 0.170
H -3.339 1.243 0.176 0.183
H -0.963 1.495 0.489 0.209
H -0.755 -1.337 1.552 0.175
H 0.805 1.129 2.207 0.161
H 1.480 -0.541 2.212 0.142
H 1.557 -0.105 -0.324 0.541
H 2.806 -1.509 -2.464 0.428
O 2.315 -1.067 -1.767 -1.256
H 1.193 -0.390 -2.173 0.493
H -0.118 0.026 -3.113 0.431
O 0.307 0.166 -2.257 -1.073
```

Calculated values
Kohn-Sham gap (alpha / beta) = 0.286 / 0.255 hartree
Relative energy (zero: lowest compared OMol25 entry of this formula, charge and spin) = 8.47 kcal per mole
LUMO energy (alpha / beta) = 0.14359 / 0.11201 hartree
Charge = -1
2S+1 = 2

***

No. 7
This record from OMol25 describes a cluster of 2 separate species, C4H10O3 in total. The level of theory is ωB97M-V/def2-TZVPD.

Structure (XYZ):
```
17
Properties=species:S:1:pos:R:3:nbo_charge:R:1
C -0.941 -0.139 -0.211 -0.435
C -1.164 -1.613 -0.514 -0.438
C -0.611 -2.649 0.506 0.007
O -1.155 -3.862 0.378 -0.963
C 0.476 0.333 -0.491 -0.059
O 0.553 1.725 -0.818 -0.741
H -1.622 0.474 -0.806 0.192
H -1.208 0.047 0.837 0.184
H -0.699 -1.846 -1.481 0.165
H -2.205 -1.920 -0.661 0.197
H -0.763 -2.144 1.513 0.042
H 0.510 -2.621 0.401 0.056
H 0.844 -0.181 -1.383 0.158
H 1.161 0.084 0.321 0.164
H 0.653 2.234 -0.005 0.471
H 2.764 6.162 0.865 0.380
O 3.405 5.918 1.547 -1.380
```

Calculated values
Kohn-Sham gap = 0.234 hartree
Relative energy (zero: lowest compared OMol25 entry of this formula, charge and spin) = 12.67 kcal per mole
LUMO energy = 0.22012 hartree
Charge = -2

***

No. 8
This record from OMol25 describes a structure of composition C4H10O3. The level of theory is ωB97M-V/def2-TZVPD.

Structure (XYZ):
```
17
Properties=species:S:1:pos:R:3:nbo_charge:R:1
C 0.507 0.498 0.731 -0.425
C -0.872 0.988 1.139 -0.458
C -1.934 -0.124 1.448 -0.017
O -2.890 0.367 2.325 -1.016
C 0.708 0.074 -0.761 -0.036
O 1.882 -0.662 -0.970 -0.859
H 1.316 1.114 1.148 0.167
H 0.783 -0.479 1.238 0.183
H -1.326 1.740 0.493 0.170
H -0.852 1.391 2.148 0.200
H -1.383 -0.930 1.985 0.079
H -2.302 -0.554 0.468 0.072
H 0.719 1.000 -1.362 0.104
H -0.182 -0.455 -1.124 0.129
H 1.979 -0.751 -2.131 0.497
H 1.793 -2.069 -3.419 0.413
O 2.055 -1.151 -3.357 -1.204
```

Calculated values
Kohn-Sham gap = 0.242 hartree
Relative energy (zero: lowest compared OMol25 entry of this formula, charge and spin) = 14.30 kcal per mole
LUMO energy = 0.25950 hartree
Charge = -2

***

No. 9
This record from OMol25 describes a structure of composition C4H10O3. The level of theory is ωB97M-V/def2-TZVPD.

Structure (XYZ):
```
17
Properties=species:S:1:pos:R:3:nbo_charge:R:1
O 3.533 3.524 3.422 -0.576
O 2.260 2.164 2.135 -0.485
C 3.247 3.062 2.291 0.691
C 0.000 0.000 0.000 -0.603
C 1.978 1.543 0.909 -0.073
C 0.549 1.029 1.049 -0.422
H 3.694 3.372 1.325 0.122
H 0.587 -0.933 0.033 0.204
H 0.057 0.416 -1.020 0.203
H -1.053 -0.239 0.224 0.221
H 2.733 0.773 0.660 0.191
H 2.044 2.339 0.142 0.176
H -0.260 1.784 1.011 0.216
H 0.476 0.506 2.022 0.218
O 3.894 4.931 4.979 -0.979
H 3.539 5.844 4.890 0.439
H 3.805 4.541 4.080 0.458
```

Calculated values
Kohn-Sham gap = 0.368 hartree
Relative energy (zero: lowest compared OMol25 entry of this formula, charge and spin) = 55.46 kcal per mole
LUMO energy = 0.02136 hartree

***

No. 10
This record from OMol25 describes a cluster of 2 separate species, C4H10O3 in total. The level of theory is ωB97M-V/def2-TZVPD.

Structure (XYZ):
```
17
Properties=species:S:1:pos:R:3:nbo_charge:R:1
C 0.084 1.256 0.873 -0.637
C -0.148 -0.056 0.174 0.112
O 0.635 -0.178 -1.010 -0.738
C 0.212 -1.257 1.096 -0.526
C -0.437 -2.550 0.678 0.441
O 0.121 -3.484 0.162 -0.509
H -0.260 2.052 0.203 0.230
H 1.117 1.445 1.144 0.223
H -0.628 1.309 1.699 0.215
H -1.207 -0.218 -0.035 0.169
H 0.077 -0.293 -1.788 0.483
H 1.280 -1.430 1.203 0.237
H -0.291 -1.045 2.050 0.216
H -1.536 -2.627 0.860 0.094
O -0.013 2.497 -2.388 -0.960
H 0.640 2.865 -2.964 0.472
H 0.354 1.714 -1.958 0.479
```

Calculated values
Kohn-Sham gap = 0.387 hartree
Relative energy (zero: lowest compared OMol25 entry of this formula, charge and spin) = 29.20 kcal per mole
LUMO energy = 0.02473 hartree
Structure (SMILES) = C[C@@H](O)CC=O.O

***

No. 11
This record from OMol25 describes a cluster of 2 separate species, C4H10O3 in total. The level of theory is ωB97M-V/def2-TZVPD.

Structure (XYZ):
```
17
Properties=species:S:1:pos:R:3:nbo_charge:R:1
O -1.448 -1.803 -2.026 -0.537
C -1.708 -0.707 -1.532 0.429
C -0.716 0.116 -0.775 -0.515
C 0.466 -0.823 -0.297 -0.431
C 0.263 -1.662 0.975 -0.058
O 1.622 -2.205 1.233 -0.735
H -2.648 -0.144 -1.897 0.112
H -0.358 0.749 -1.650 0.248
H -1.305 0.683 -0.035 0.230
H 1.327 -0.193 -0.187 0.208
H 0.677 -1.521 -1.118 0.226
H -0.669 -2.328 1.034 0.186
H 0.070 -0.941 1.713 0.164
H 2.231 -2.086 0.474 0.472
O 0.986 5.532 1.825 -0.949
H 0.929 5.736 0.857 0.474
H 0.639 6.310 2.324 0.475
```

Calculated values
Kohn-Sham gap = 0.391 hartree
Relative energy (zero: lowest compared OMol25 entry of this formula, charge and spin) = 53.37 kcal per mole
LUMO energy = 0.02431 hartree
Structure (SMILES) = O=CCCCO.O

***

No. 12
This record from OMol25 describes a cluster of 2 separate species, C4H10O3 in total. The level of theory is ωB97M-V/def2-TZVPD.

Structure (XYZ):
```
17
Properties=species:S:1:pos:R:3:nbo_charge:R:1
C 1.130 -0.962 -0.497 -0.622
C 0.906 0.529 -0.315 0.089
C 0.106 1.148 -1.444 -0.618
O 2.158 1.222 -0.274 -0.728
H 1.705 -1.371 0.327 0.208
H 1.677 -1.141 -1.424 0.209
H 0.171 -1.474 -0.583 0.195
H 0.371 0.701 0.626 0.167
H -0.895 0.724 -1.498 0.201
H 0.611 0.983 -2.398 0.208
H 0.023 2.215 -1.258 0.222
H 2.548 1.079 0.593 0.467
O -2.085 0.766 2.099 -0.540
C -2.271 -0.342 1.714 0.640
O -1.322 -1.298 1.783 -0.676
H -3.183 -0.676 1.195 0.093
H -1.651 -2.102 1.357 0.485
```

Calculated values
Kohn-Sham gap = 0.388 hartree
Relative energy (zero: lowest compared OMol25 entry of this formula, charge and spin) = 18.01 kcal per mole
LUMO energy = 0.01563 hartree
Structure (SMILES) = CC(C)O.O=CO

***

Max |F| values, unit hartree/bohr, following the record order: 0.08659, 0.10742, 0.07702, 0.07619, 0.09735, 0.03002, 0.01694, 0.04337, 0.17754, 0.03555, 0.05551, 0.01116.
E values, unit eV, following the record order: -40905.6897, -139094.7396, -16281.4301, -16280.7679, -10450.0649, -10450.8488, -10449.4847, -10449.4140, -10450.8388, -10451.9773, -10450.9294, -10452.4626.